(1)
10
Properties=species:S:1:pos:R:3 method="wB97M-V/def2-TZVPD" homo_lumo_gap_ha=0.31769 max_force_ev_per_a=4.12 lumo_ev=0.65 e_tot_ev=-6724.36118 e_above_lowest_kj_mol=502.8
C -0.26366 -0.87396 -0.61042
C -2.37707 -0.26974 0.30544
C 1.61759 0.38288 0.25260
N -2.52501 0.75589 -0.17467
O 0.45770 -0.51239 0.33143
H -0.22286 -0.38130 -1.70118
H -2.43211 -1.15628 0.89743
H 1.50341 1.40906 -0.15107
H 2.43398 -0.00691 -0.34978
H 1.80801 0.65275 1.20021

(2)
10
Properties=species:S:1:pos:R:3 method="wB97M-V/def2-TZVPD" homo_lumo_gap_ha=0.42874 max_force_ev_per_a=2.03 smiles=N#CCCO lumo_ev=0.60 e_tot_ev=-6728.60713 e_above_lowest_kj_mol=93.2
O 0.15596 -1.79031 -0.24034
C 0.21582 -0.42433 -0.57167
C -0.46978 0.30442 0.56914
C -0.26989 1.74433 0.44643
N 0.35624 2.65998 0.76963
H 0.48188 -2.30057 -0.98844
H 1.25296 -0.05865 -0.65050
H -0.29316 -0.19577 -1.51917
H 0.06002 0.07105 1.50368
H -1.51370 0.03134 0.68425

(3)
10
Properties=species:S:1:pos:R:3 method="wB97M-V/def2-TZVPD" homo_lumo_gap_ha=0.39418 max_force_ev_per_a=0.61 smiles="O=C[C@H]1CN1" lumo_ev=0.78 e_tot_ev=-6727.75415 e_above_lowest_kj_mol=175.5
O 1.33921 -1.25888 1.34941
C 1.26559 -0.32207 0.59533
C 0.27719 -0.10813 -0.51340
C -1.17923 -0.20430 -0.32434
N -0.51074 1.11208 -0.34242
H 1.92052 0.57201 0.69205
H 0.67583 -0.22211 -1.52236
H -1.79568 -0.45291 -1.18782
H -1.59028 -0.53300 0.62459
H -0.40242 1.41731 0.62897

(4)
10
Properties=species:S:1:pos:R:3 method="wB97M-V/def2-TZVPD" homo_lumo_gap_ha=0.37252 max_force_ev_per_a=3.32 smiles="OCC1=NC1" lumo_ev=0.62 e_tot_ev=-6726.59733 e_above_lowest_kj_mol=287.1
C 0.56090 -0.27130 -0.09112
C 1.55697 0.87266 -0.03433
C -0.78976 -0.71984 -0.03896
N 1.76925 -0.57625 -0.10088
O -1.62163 0.41145 -0.12183
H 1.52436 1.38261 -0.94900
H 1.51605 1.38874 0.92903
H -1.10256 -1.36992 0.84526
H -1.01214 -1.44466 -0.82454
H -2.40143 0.32652 0.38637

Please write out number 3 again, unchanged.
10
Properties=species:S:1:pos:R:3 method="wB97M-V/def2-TZVPD" homo_lumo_gap_ha=0.39418 max_force_ev_per_a=0.61 smiles="O=C[C@H]1CN1" lumo_ev=0.78 e_tot_ev=-6727.75415 e_above_lowest_kj_mol=175.5
O 1.33921 -1.25888 1.34941
C 1.26559 -0.32207 0.59533
C 0.27719 -0.10813 -0.51340
C -1.17923 -0.20430 -0.32434
N -0.51074 1.11208 -0.34242
H 1.92052 0.57201 0.69205
H 0.67583 -0.22211 -1.52236
H -1.79568 -0.45291 -1.18782
H -1.59028 -0.53300 0.62459
H -0.40242 1.41731 0.62897